The following is a quantum chemistry calculation of C3H6O2S3ScTe as an isolated structure in a non-equilibrium geometry, from the Open Molecules 2025 dataset.

Positions of all 16 atoms, in Å:
Sc -0.551 0.317 -0.304
S 2.603 -0.232 3.175
C 1.791 -0.096 1.701
S 2.114 0.162 0.135
S 0.510 -0.427 2.815
C -3.770 0.283 1.444
Te -3.130 -1.110 -0.005
C -4.035 -0.124 -1.638
H -3.533 1.277 1.077
H -3.229 0.088 2.365
H -4.835 0.133 1.584
H -5.108 -0.246 -1.522
H -3.720 -0.604 -2.560
H -3.756 0.924 -1.611
O -0.851 1.579 0.955
O -1.351 1.943 -0.400

ΔE to the lowest compared entry with this formula, charge and spin = 8.5 kcal/mol
Charge = +1
HOMO = -12.881 eV

Atom charges from the Mulliken analysis, given in e for atoms 1 to 8: Sc 0.87; S 0.01; C 0.60; S -0.27; S 0.00; C -0.91; Te 0.34; C -0.99


The following is a quantum chemistry calculation of an isolated molecule of C23H23NO5 in a non-equilibrium geometry, from the Open Molecules 2025 dataset.

Positions of all 52 atoms, in Å:
O -0.024 -1.073 -3.261
C -0.979 -1.065 -2.530
O -1.010 -1.614 -1.318
C 0.202 -2.155 -0.802
C 0.839 -1.199 0.179
C 0.597 0.127 0.041
C 1.011 1.109 1.014
O 0.906 2.305 0.902
O 1.514 0.601 2.180
C 1.792 -0.706 2.330
C 1.593 -1.656 1.324
C 2.095 -2.983 1.544
C 2.240 -3.945 0.526
C 2.697 -5.210 0.797
C 3.039 -5.584 2.100
C 2.981 -4.653 3.100
C 2.544 -3.339 2.845
C 2.595 -2.362 3.867
C 2.280 -1.067 3.603
H 2.368 -0.288 4.344
H 2.929 -2.656 4.850
H 3.293 -4.904 4.103
H 3.377 -6.589 2.301
H 2.806 -5.921 -0.008
H 2.048 -3.679 -0.497
H 0.027 0.521 -0.784
H -0.071 -3.088 -0.304
H 0.873 -2.348 -1.649
C -2.292 -0.355 -2.839
N -2.068 1.069 -2.730
C -2.478 1.783 -1.642
O -3.133 1.277 -0.758
C -2.108 3.253 -1.701
C -3.247 3.997 -2.413
C -2.960 5.494 -2.465
C -2.775 6.048 -1.056
C -1.642 5.316 -0.345
C -1.911 3.816 -0.293
H -2.810 3.614 0.292
H -1.073 3.311 0.190
H -1.528 5.699 0.670
H -0.703 5.495 -0.874
H -3.702 5.918 -0.493
H -2.558 7.118 -1.103
H -3.783 6.008 -2.966
H -2.051 5.670 -3.046
H -4.175 3.821 -1.865
H -3.374 3.603 -3.425
H -1.184 3.380 -2.275
H -1.446 1.487 -3.404
H -3.044 -0.624 -2.095
H -2.624 -0.608 -3.849

ΔE to the lowest compared entry with this formula, charge and spin = 0.0 kcal/mol
Structure (SMILES) = O=C(CNC(=O)C1CCCCC1)OCc1cc(=O)oc2ccc3ccccc3c12
HOMO = -8.419 eV

Atom charges from the Mulliken analysis, given in e for atoms 1 to 8: O -0.60; C 0.74; O -0.29; C -1.22; C 1.25; C -0.30; C -0.16; O -0.66


| no. | total energy (Ha) |
| --- | --- |
| 1 | -2491.3650 |
| 2 | -1321.2657 |